<A>
Density functional theory data (ωB97M-V with the def2-TZVPD basis set) for a structure of composition C3H4O2S.

Geometry as XYZ:
```
10
C3H4O2S ωB97M-V with the def2-TZVPD basis set
C -0.234 1.039 -0.508
C -0.007 -0.291 0.318
C 0.327 -1.698 0.050
H 0.405 1.667 1.183
H -1.196 0.671 -1.061
H 0.419 1.242 -1.402
H 1.296 -2.013 0.962
O -0.664 2.047 0.384
O -0.399 -0.133 1.495
S 0.055 -2.532 -1.421
```

Properties
HOMO level = -9.63 eV
LUMO level = -0.068 Ha



<B>
Density functional theory data (ωB97M-V with the def2-TZVPD basis set) for an isolated molecule of C3H4O2S.

Geometry as XYZ:
```
10
C3H4O2S ωB97M-V with the def2-TZVPD basis set
O -1.703 -1.191 -0.375
C -0.613 -1.066 0.150
C -0.036 0.333 0.393
O -0.920 1.332 -0.005
C 1.195 0.452 -0.463
S 2.541 -0.391 -0.046
H -0.008 -1.938 0.491
H 0.244 0.456 1.461
H -1.743 0.892 -0.275
H 1.043 1.122 -1.332
```

Properties
HOMO level = -9.30 eV
LUMO level = -0.033 Ha



<C>
Density functional theory data (ωB97M-V with the def2-TZVPD basis set) for a structure of composition C3H4O2S.

Geometry as XYZ:
```
10
C3H4O2S ωB97M-V with the def2-TZVPD basis set
C -0.773 -0.350 0.530
C 0.840 0.012 0.843
C -0.651 -0.428 -0.981
O -1.660 -0.413 1.273
O 0.602 2.118 -0.736
S 0.924 0.710 -0.871
H 0.917 0.870 1.499
H 1.488 -0.818 1.079
H -0.097 -1.440 -1.139
H -1.591 -0.260 -1.498
```

Properties
HOMO level = -9.60 eV
LUMO level = 0.017 Ha



The data favor <B>; the next most stable structure lies 79.8 kJ/mol above it.



<A>
Density functional theory data (ωB97M-V with the def2-TZVPD basis set) for a cluster of 2 separate species, C4H10OS in total.

Geometry as XYZ:
```
16
C4H10OS ωB97M-V with the def2-TZVPD basis set
C -0.132 1.495 -0.705
C -2.308 -0.291 0.363
C 3.245 -0.397 0.240
C -1.032 -0.861 -0.299
O 0.428 0.589 1.568
S 0.407 0.195 0.183
H -0.005 2.514 -0.439
H -0.095 1.264 -1.847
H -3.215 -0.752 -0.086
H -2.210 -0.645 1.410
H -2.244 0.818 0.257
H 3.350 -0.308 1.372
H 2.877 -1.392 0.003
H 2.955 0.422 -0.385
H -1.102 -0.747 -1.403
H -0.919 -1.903 -0.231
```

Properties
HOMO level (alpha / beta) = -8.52 / -8.29 eV
LUMO level (alpha / beta) = -0.032 / 0.009 Ha



<B>
Density functional theory data (ωB97M-V with the def2-TZVPD basis set) for a cluster of 2 separate species, C4H10OS in total.

Geometry as XYZ:
```
16
C4H10OS ωB97M-V with the def2-TZVPD basis set
C -2.604 1.042 0.928
C -2.871 1.898 -0.047
O -3.422 1.468 -1.230
H -2.380 1.356 1.931
H -2.691 -0.007 0.705
H -2.438 2.895 -0.087
H -2.804 1.694 -1.938
C 1.419 -1.842 1.038
S 1.764 -0.169 0.378
C 2.828 -0.470 -1.084
H 0.463 -2.176 0.666
H 1.566 -1.729 2.102
H 2.196 -2.537 0.716
H 2.699 0.456 -1.637
H 3.876 -0.574 -0.813
H 2.400 -1.305 -1.628
```

Properties
HOMO level = -8.49 eV
LUMO level = 0.030 Ha



<C>
Density functional theory data (ωB97M-V with the def2-TZVPD basis set) for an isolated molecule of C4H10OS.

Geometry as XYZ:
```
16
C4H10OS ωB97M-V with the def2-TZVPD basis set
C 1.930 1.431 -0.300
C 0.418 1.748 -0.334
S -0.529 1.340 1.164
C -0.653 -0.446 1.085
O -0.800 -0.914 -0.228
C -1.445 -2.149 -0.496
H 2.132 0.318 -0.307
H 2.434 1.872 0.537
H 2.426 1.797 -1.213
H 0.202 2.786 -0.328
H -0.093 1.289 -1.185
H 0.323 -0.786 1.541
H -1.467 -0.812 1.712
H -1.397 -2.393 -1.549
H -1.035 -2.966 0.093
H -2.447 -2.115 -0.192
```

Properties
HOMO level = -8.48 eV
LUMO level = 0.035 Ha



The data favor <C>; the next most stable structure lies 54.3 kJ/mol above it.



<A>
Density functional theory data (ωB97M-V with the def2-TZVPD basis set) for a cluster of 2 separate species, C4H10OS in total.

Geometry as XYZ:
```
16
C4H10OS ωB97M-V with the def2-TZVPD basis set
C -2.721 0.462 -1.006
C -1.665 0.116 -1.741
O -0.488 0.812 -1.745
H -3.510 -0.263 -0.892
H -2.803 1.478 -0.636
H -1.642 -0.822 -2.278
H -0.638 1.534 -1.126
C 1.677 -0.583 2.103
C 1.101 -0.157 0.743
S 2.048 -0.895 -0.611
H 1.741 -1.672 2.100
H 2.633 -0.114 2.290
H 0.923 -0.368 2.863
H 0.962 0.921 0.674
H 0.113 -0.608 0.658
H 2.268 0.158 -1.395
```

Properties
HOMO level = -8.72 eV
LUMO level = 0.028 Ha



<B>
Density functional theory data (ωB97M-V with the def2-TZVPD basis set) for a cluster of 2 separate species, C4H10OS in total.

Geometry as XYZ:
```
16
C4H10OS ωB97M-V with the def2-TZVPD basis set
C 0.943 0.240 0.228
C 1.507 1.190 -0.730
C 1.685 -0.975 0.700
C -3.012 -0.884 -0.407
O -0.961 1.891 0.100
S -0.690 0.509 0.329
H 0.918 2.074 -1.019
H 2.473 1.732 -0.428
H 1.875 0.691 -1.753
H 1.510 -1.692 -0.093
H 2.821 -0.748 0.871
H 1.181 -1.227 1.589
H -3.907 -0.545 -0.956
H -2.592 -1.887 -0.755
H -2.821 -0.561 0.581
H -0.929 0.195 1.741
```

Properties
HOMO level (alpha / beta) = -8.29 / -7.52 eV
LUMO level (alpha / beta) = -0.009 / 0.010 Ha



<C>
Density functional theory data (ωB97M-V with the def2-TZVPD basis set) for a cluster of 2 separate species, C4H10OS in total.

Geometry as XYZ:
```
16
C4H10OS ωB97M-V with the def2-TZVPD basis set
C -2.644 -1.230 0.469
C -2.390 -1.710 1.721
O -3.387 -2.516 2.240
H -2.175 -0.709 -0.393
H -3.551 -1.633 0.099
H -1.488 -1.795 2.363
H -4.300 -2.125 2.349
C 3.198 0.299 -0.804
S 1.694 0.556 -1.740
C 1.272 2.203 -1.241
H 3.672 -0.364 -1.406
H 3.023 -0.009 0.186
H 3.884 1.122 -0.602
H 0.449 2.611 -1.857
H 0.805 2.305 -0.176
H 1.937 2.995 -1.209
```

Properties
HOMO level = -8.56 eV
LUMO level = 0.033 Ha



The data favor <A>; the next most stable structure lies 129.1 kJ/mol above it.